This record from the OMol25 dataset describes 2 unconnected molecules or ions with the total composition C21H14N6O6S in a non-equilibrium geometry. The level of theory is ωB97M-V/def2-TZVPD.

Last column: natural (NBO) charge in e.
CARTESIAN COORDINATES (ANGSTROEM)
C -0.14 4.41 1.20  -0.4105
N -0.99 3.27 1.53  -0.4078
C -2.33 3.20 1.18  0.2214
C -2.93 2.02 1.63  -0.2290
C -4.26 1.74 1.32  -0.2061
C -4.98 2.63 0.53  -0.2277
C -4.38 3.81 0.07  -0.2000
C -3.05 4.11 0.38  -0.2661
S -1.78 0.99 2.47  0.3665
C -0.51 2.17 2.20  0.1035
C 0.82 1.88 2.45  -0.4724
C 1.29 1.12 3.59  0.0549
C 0.46 0.77 4.68  -0.2732
C 0.89 -0.17 5.62  -0.1842
C 2.18 -0.73 5.52  -0.2413
C 3.05 -0.27 4.53  -0.1941
C 2.64 0.67 3.60  -0.2635
H 0.64 4.52 1.97  0.2315
H 0.34 4.29 0.22  0.2154
H -0.76 5.31 1.19  0.2107
H -4.69 0.81 1.71  0.2230
H -6.01 2.41 0.26  0.2218
H -4.95 4.50 -0.55  0.2211
H -2.55 5.01 0.01  0.2218
H 1.56 2.35 1.81  0.2462
H -0.52 1.24 4.78  0.2164
H 0.22 -0.48 6.41  0.2124
H 2.49 -1.52 6.22  0.2152
H 4.06 -0.68 4.47  0.2139
H 3.32 1.05 2.83  0.2097
O -0.28 -3.20 -3.77  -0.3403
N 0.14 -2.14 -3.33  0.4172
C 0.50 -1.64 -2.09  0.0094
C 0.88 -0.30 -2.26  0.0744
N 0.77 0.07 -3.57  -0.0474
O 0.32 -1.05 -4.21  -0.1384
C 1.32 0.48 -1.09  0.0601
N 1.77 1.84 -1.22  0.4814
O 1.68 2.44 -2.31  -0.3337
O 2.26 2.40 -0.20  -0.4083
C 1.34 -0.14 0.19  -0.0972
C 1.00 -1.51 0.26  -0.0447
N 1.13 -2.44 1.31  0.4314
O 1.50 -2.34 2.47  -0.3174
O 0.77 -3.69 0.79  -0.1304
N 0.41 -3.61 -0.53  -0.0635
C 0.56 -2.29 -0.84  0.1108
H 1.70 0.36 1.08  0.3075

## Properties
M ... 478.45 Da
HOMO energy ... -6.99 eV
E_tot ... -1986.38116 Ha
Orbital gap ... 4.65 eV